Below is a cluster of 4 separate species, C2H11NO4 in total at a distorted geometry, with properties calculated with ωB97M-V/def2-TZVPD.

Last column: Mulliken charge in e.
Cartesian coordinates (Å):
C: -1.30158 1.15438 -0.99154  -0.985
C: -1.11017 0.34643 0.20459  0.838
N: -0.26608 -0.78796 0.05247  -0.423
O: -1.59109 0.58538 1.29123  -0.714
H: -0.88627 0.60996 -1.84744  0.297
H: -2.37703 1.19395 -1.28466  0.333
H: -0.97901 2.16711 -0.76720  0.250
H: 0.10213 -1.03309 -0.85865  0.185
H: -0.25572 -1.44352 0.82235  0.186
H: 1.94574 -0.04243 -1.71973  0.365
H: 2.22571 -0.87047 -2.90384  0.312
O: 1.46622 -0.59774 -2.36930  -0.655
H: -1.22440 -0.65786 2.64497  0.403
H: -1.15477 -1.67872 3.76825  0.306
O: -0.80792 -1.51686 2.87883  -0.664
H: 2.57227 1.39349 0.58724  0.329
H: 1.41495 0.46395 0.50267  0.347
O: 2.22702 0.71398 -0.01022  -0.709

Summary:
- SMILES string = CC(N)=O.O.O.O
- energy relative to the best compared isomer or geometry (same formula, charge and spin) (kcal per mole) = 7.3
- frontier orbital gap (eV) = 10.8
- HOMO energy (eV) = -10.20

---

Below is a structure of composition C44H74N2O7SSeSiW at a distorted geometry, with properties calculated with ωB97M-V/def2-TZVPD.

Last column: Mulliken charge in e.
Cartesian coordinates (Å):
W: -0.02205 -0.02377 0.32478  0.190
C: -3.46893 -5.10335 4.71083  -2.111
C: -2.92963 -3.90335 5.48913  2.035
C: -4.10885 -3.20971 6.18696  -1.447
C: -1.93968 -4.41725 6.54692  -1.664
C: -2.22235 -2.90172 4.57607  0.283
C: -2.07251 -3.10534 3.20694  -0.138
C: -1.45061 -2.13389 2.45647  0.428
Se: -1.06047 -2.31795 0.36691  -0.094
C: 0.02464 -2.92660 -1.26556  0.024
C: 0.11460 -4.23863 -1.66294  -0.295
C: 1.02910 -4.58958 -2.65444  -0.305
C: 1.85945 -3.58504 -3.14424  -0.395
C: 1.80773 -2.25186 -2.73067  -0.942
C: 0.81852 -1.92446 -1.79885  -0.563
O: 0.57727 -0.66261 -1.32765  -0.461
C: 2.82276 -1.22085 -3.24539  2.532
C: 2.09829 -0.00599 -3.84623  -1.413
C: 3.74498 -1.79414 -4.32429  -2.508
C: 3.70768 -0.78592 -2.06787  -1.233
C: 1.10698 -6.03729 -3.14369  2.137
C: 2.20747 -6.23295 -4.18851  -2.108
C: 1.39937 -6.96850 -1.95833  -1.681
C: -0.23865 -6.42376 -3.77799  -1.634
C: -0.94509 -0.97358 3.00063  0.298
O: -0.36321 -0.09202 2.15789  0.492
C: -1.02837 -0.75439 4.38105  -0.524
C: -1.68116 -1.73472 5.12216  -0.608
C: -0.41516 0.49583 5.02190  2.450
C: -0.60820 0.50245 6.53985  -2.440
C: 1.09542 0.52608 4.73599  -1.546
C: -1.08836 1.75883 4.45930  -1.647
H: -3.96695 -5.78830 5.40063  0.455
H: -2.66517 -5.65293 4.21416  0.398
H: -4.19809 -4.79613 3.95572  0.357
H: -4.64619 -3.92059 6.82135  0.451
H: -4.80965 -2.80849 5.44976  0.208
H: -3.77099 -2.38332 6.81588  0.308
H: -2.41276 -5.17949 7.17299  0.465
H: -1.59677 -3.60986 7.19768  0.298
H: -1.06320 -4.85935 6.06704  0.359
H: -2.43220 -4.00100 2.71085  0.417
H: -0.53488 -4.97216 -1.19589  0.460
H: 2.59419 -3.84592 -3.88896  0.566
H: 1.51195 -0.30475 -4.71939  0.369
H: 2.83114 0.74209 -4.16732  0.453
H: 1.42370 0.45618 -3.12644  0.028
H: 3.18880 -2.11995 -5.20733  0.460
H: 4.33352 -2.63370 -3.94952  0.455
H: 4.44416 -1.01546 -4.63747  0.455
H: 3.11993 -0.35169 -1.26285  0.202
H: 4.45011 -0.05373 -2.40403  0.379
H: 4.23731 -1.64821 -1.65482  0.333
H: 3.19043 -5.96721 -3.79132  0.401
H: 2.01889 -5.63549 -5.08433  0.385
H: 2.24086 -7.28291 -4.48780  0.440
H: 2.34852 -6.70262 -1.48597  0.369
H: 1.46318 -8.00493 -2.30264  0.460
H: 0.61732 -6.91385 -1.19864  0.309
H: -0.45899 -5.77615 -4.63009  0.369
H: -1.05738 -6.33051 -3.06155  0.309
H: -0.20809 -7.45918 -4.12983  0.451
H: -1.77441 -1.58243 6.18924  0.364
H: -0.12567 -0.35771 7.01137  0.421
H: -1.66731 0.50447 6.81193  0.412
H: -0.15547 1.40681 6.95229  0.461
H: 1.57456 -0.37241 5.13348  0.311
H: 1.54679 1.39816 5.21904  0.483
H: 1.30604 0.57914 3.66975  0.115
H: -2.16101 1.74355 4.67426  0.303
H: -0.95968 1.84233 3.38243  0.015
H: -0.65779 2.64991 4.92687  0.609
C: 1.62128 3.51542 -1.90078  -1.737
C: 1.29097 2.40047 -0.96603  0.783
N: 0.09923 1.83594 -0.90338  0.801
O: -0.81286 2.33323 -1.74181  -0.649
C: 2.20247 1.78038 -0.09755  -0.146
C: 3.66904 2.00497 -0.07052  -1.781
N: 1.56709 1.00065 0.82486  0.109
O: 1.86026 -0.36440 0.96762  -0.605
H: 0.72988 4.09323 -2.12816  0.437
H: 2.00499 3.11055 -2.84152  0.230
H: 2.38167 4.16530 -1.46821  0.416
H: -1.65118 1.94622 -1.39404  0.032
H: 4.07486 2.05711 -1.08144  0.421
H: 4.15437 1.19246 0.46888  0.353
H: 3.90009 2.94511 0.44080  0.422
C: -7.09720 -0.96835 1.04193  -2.032
C: -5.59154 -0.75286 0.98891  2.036
C: -5.01984 -0.66438 2.39879  -1.221
C: -4.92120 -1.86264 0.19403  -1.254
O: -5.41125 0.50449 0.31273  1.349
Si: -4.22177 1.43224 -0.27958  -0.367
S: -2.29616 0.86575 0.39305  0.548
O: -4.10805 1.38974 -1.90496  -0.713
C: -5.12808 1.49193 -2.92022  1.624
C: -5.57261 0.07610 -3.26590  -1.390
C: -6.31653 2.32789 -2.44797  -1.358
C: -4.45690 2.15610 -4.11215  -1.837
O: -4.49072 2.98532 0.12102  -0.113
C: -4.88637 3.66101 1.32716  1.906
C: -6.35906 3.37931 1.61400  -1.432
C: -4.68053 5.14066 1.04213  -1.958
C: -4.00935 3.21781 2.49189  -1.360
H: -7.32309 -1.90200 1.56266  0.359
H: -7.50845 -1.02280 0.03121  0.373
H: -7.58068 -0.14467 1.57169  0.386
H: -5.12714 -1.62434 2.90947  0.643
H: -5.54660 0.10118 2.97503  0.330
H: -3.95522 -0.41905 2.36637  -0.232
H: -5.07124 -2.82569 0.68957  0.511
H: -3.84799 -1.68297 0.11439  -0.009
H: -5.34024 -1.91610 -0.81452  0.267
H: -6.01218 -0.40001 -2.38594  0.048
H: -4.71654 -0.51770 -3.59299  0.297
H: -6.31856 0.09438 -4.06438  0.479
H: -6.80591 1.85767 -1.58935  0.150
H: -7.04498 2.42066 -3.25608  0.527
H: -5.98533 3.32617 -2.15253  0.276
H: -3.60951 1.55581 -4.44905  0.324
H: -4.09400 3.14699 -3.83177  0.392
H: -5.16546 2.26058 -4.93694  0.409
H: -6.98046 3.75774 0.79788  0.366
H: -6.66134 3.86965 2.54221  0.452
H: -6.53069 2.30670 1.70573  0.046
H: -5.29570 5.44808 0.19373  0.379
H: -3.63333 5.33386 0.80035  0.362
H: -4.95986 5.73586 1.91453  0.413
H: -4.14052 2.15106 2.69234  0.009
H: -4.26892 3.77699 3.39349  0.707
H: -2.95560 3.38790 2.25953  0.244

Summary:
- <S²> = 2.04
- frontier orbital gap (alpha / beta) (eV) = 5.8 / 6.2
- multiplicity = 3
- HOMO energy (alpha / beta) (eV) = -6.60 / -7.68

---

Below is a structure of composition C32H37BFeO2 at a distorted geometry, with properties calculated with ωB97M-V/def2-TZVPD.

Last column: Mulliken charge in e.
Cartesian coordinates (Å):
C: 0.83212 2.69257 -3.00882  -1.905
C: -0.32501 1.94218 -3.65326  1.655
C: -0.12977 1.86797 -5.15982  -1.882
O: -0.34757 0.61412 -3.19474  -0.373
B: -1.30019 0.55506 -2.09051  1.384
C: -2.55924 -0.50017 -2.43641  0.390
C: -3.82586 -0.27466 -1.89933  -0.379
C: -4.90881 -1.10244 -2.24477  -0.778
C: -4.72186 -2.18357 -3.11960  -0.433
C: -3.44945 -2.40124 -3.66606  -0.923
C: -2.38286 -1.54546 -3.33187  -0.243
C: -0.26488 0.01623 -0.87419  0.454
C: 0.62852 -1.10324 -1.29589  -0.771
C: -0.08179 0.68258 0.28664  -0.890
O: -1.93245 1.84124 -1.89652  -0.448
C: -1.75514 2.51863 -3.12697  1.656
C: -1.79795 4.01081 -2.83172  -1.847
C: -2.89171 2.19157 -4.10467  -1.916
H: 0.92786 3.69033 -3.44678  0.386
H: 0.69299 2.79077 -1.92568  0.243
H: 1.76579 2.15302 -3.18684  0.462
H: -0.13203 2.86974 -5.59363  0.355
H: 0.83830 1.39896 -5.36923  0.459
H: -0.90600 1.26350 -5.63667  0.374
H: -3.99347 0.54658 -1.19780  0.393
H: -5.88887 -0.92087 -1.79095  0.383
H: -5.54477 -2.86640 -3.33966  0.379
H: -3.27688 -3.25707 -4.31892  0.377
H: -1.40111 -1.72868 -3.76766  0.324
H: 0.25762 -1.69757 -2.14726  0.258
H: 1.62758 -0.70533 -1.56197  0.131
H: 0.78079 -1.75506 -0.41170  0.218
H: 0.74754 1.42003 0.34204  0.102
H: -0.90616 0.85123 0.99741  0.179
H: -1.61309 4.59473 -3.74193  0.334
H: -2.79610 4.27012 -2.45619  0.471
H: -1.06639 4.28440 -2.06525  0.366
H: -2.84998 2.85508 -4.98359  0.383
H: -2.86114 1.14885 -4.44674  0.282
H: -3.85673 2.35297 -3.60293  0.455
C: -0.37940 -1.48210 6.10984  -0.695
C: 0.10380 -0.31800 5.38772  -0.606
C: 1.55353 -0.30342 5.48261  -0.228
C: 1.96867 -1.46479 6.25074  -0.660
C: 0.77378 -2.19271 6.64514  -0.719
Fe: 0.89712 -2.00090 4.70577  -0.196
C: 1.75148 -3.63270 3.93366  -1.157
C: 0.31199 -3.67634 3.79374  -0.996
C: -0.11791 -2.49067 3.09769  -0.624
C: 1.05210 -1.67419 2.75915  1.446
C: 1.05200 -0.37545 2.10551  -1.434
C: 2.32559 0.07687 1.63011  1.309
C: 2.67621 1.45160 1.71779  -0.566
C: 3.80850 1.94121 1.08255  -0.632
C: 4.69048 1.06176 0.41390  -0.578
C: 4.43083 -0.32438 0.44686  -0.982
C: 3.26809 -0.80384 1.02831  -0.168
C: 2.21403 -2.41243 3.33311  -0.068
H: -1.42136 -1.70789 6.30559  0.474
H: -0.51296 0.46162 4.95184  0.509
H: 2.20275 0.48762 5.11211  0.465
H: 2.98992 -1.69312 6.55016  0.463
H: 0.73931 -3.04630 7.31440  0.488
H: 2.39468 -4.43247 4.29995  0.493
H: -0.32520 -4.50677 4.06759  0.521
H: -1.10976 -2.24398 2.74070  0.584
H: 0.28265 0.32688 2.49627  0.629
H: 1.99322 2.11398 2.25315  0.431
H: 4.01585 3.03022 1.11031  0.378
H: 5.60889 1.45115 -0.04825  0.409
H: 5.14651 -1.03632 0.02483  0.388
H: 3.03798 -1.87085 0.98814  0.524
H: 3.24479 -2.09479 3.20946  0.730

Summary:
- <S²> = 6.05
- energy relative to the best compared isomer or geometry (same formula, charge and spin) (kcal per mole) = 23.2
- frontier orbital gap (alpha / beta) (eV) = 6.1 / 5.6
- multiplicity = 5
- HOMO energy (alpha / beta) (eV) = -5.41 / -8.56